No. 1
113
Properties=species:S:1:pos:R:3:lowdin_charge:R:1 method="wB97M-V/def2-TZVPD" total_energy_ev=-200875.8853 fmax_ha_per_bohr=0.0784 charge=0
C 3.983 -0.442 -0.084 0.18
C 2.971 -0.830 -0.624 -0.07
C 1.601 -1.009 -1.103 -0.36
N 1.118 -2.350 -0.809 0.03
C 1.736 -3.061 0.307 -0.20
C 0.898 -4.353 0.563 -0.22
C 1.781 -5.603 0.351 -0.10
C 1.752 -0.996 -2.702 -0.14
C 0.944 -2.106 -3.434 -0.15
C 1.754 -3.398 -3.626 -0.28
C 0.908 -4.655 -3.777 -0.56
S 0.385 -4.823 -5.519 0.69
N 0.994 0.215 -3.012 -0.02
C 1.545 1.327 -3.779 -0.19
C 2.854 1.997 -3.346 -0.70
C 4.131 1.220 -3.674 -0.13
Br 2.847 2.674 -1.512 0.76
C 0.095 0.476 -1.991 -0.23
N -1.072 0.972 -2.307 0.03
C -1.540 1.176 -3.670 -0.14
C -2.839 0.383 -3.970 -0.13
C -2.887 -1.009 -3.282 -0.18
C -3.188 -2.095 -4.350 -0.21
C -4.682 -2.185 -4.717 -0.20
C -5.095 -3.686 -4.805 -0.24
C -6.133 -3.988 -5.919 -0.10
C -1.994 1.345 -1.236 -0.10
C -2.909 2.533 -1.582 -0.76
O -4.084 2.425 -1.563 0.08
Br -2.074 4.251 -2.010 0.76
N 0.707 0.141 -0.841 0.12
C 0.229 0.112 0.551 -0.30
C 0.279 1.470 1.284 -0.01
C -1.097 -0.661 0.854 -0.20
C -1.002 -1.462 2.149 -0.06
H 4.810 -0.008 0.412 0.05
H 0.113 -2.422 -0.807 0.10
H 2.734 -3.418 0.070 0.11
H 1.750 -2.515 1.255 0.11
H 0.457 -4.371 1.557 0.09
H 0.117 -4.431 -0.197 0.10
H 1.232 -6.509 0.593 0.07
H 2.707 -5.496 0.911 0.08
H 2.026 -5.648 -0.714 0.06
H 2.744 -1.132 -3.116 0.15
H 0.773 -1.689 -4.432 0.12
H -0.045 -2.260 -3.003 0.10
H 2.385 -3.521 -2.743 0.10
H 2.440 -3.264 -4.463 0.11
H 0.092 -4.704 -3.059 0.07
H 1.558 -5.504 -3.567 0.07
H 0.103 -6.138 -5.591 -0.15
H 0.808 2.122 -3.877 0.11
H 1.704 0.965 -4.802 0.13
H 2.928 2.898 -3.952 0.08
H 4.345 0.431 -2.958 0.05
H 3.964 0.743 -4.646 0.08
H 4.970 1.892 -3.821 0.08
H -0.828 0.802 -4.397 0.12
H -1.646 2.230 -3.913 0.09
H -3.703 0.969 -3.660 0.10
H -2.913 0.268 -5.049 0.12
H -1.958 -1.277 -2.783 0.08
H -3.734 -1.003 -2.598 0.11
H -2.795 -3.036 -3.968 0.10
H -2.648 -1.860 -5.270 0.11
H -4.923 -1.691 -5.655 0.10
H -5.308 -1.746 -3.935 0.11
H -5.412 -4.056 -3.833 0.10
H -4.185 -4.233 -5.057 0.09
H -6.404 -3.075 -6.446 0.06
H -7.003 -4.478 -5.491 0.06
H -5.687 -4.656 -6.653 0.07
H -1.506 1.635 -0.308 0.10
H -2.645 0.504 -1.005 0.12
H 0.961 -0.474 1.104 0.12
H 0.754 1.344 2.255 0.09
H 0.907 2.138 0.696 0.05
H -0.724 1.874 1.423 0.08
H -1.844 0.114 1.039 0.09
H -1.466 -1.228 -0.006 0.10
H -2.017 -1.620 2.512 0.08
H -0.511 -2.426 2.041 0.05
H -0.508 -0.889 2.934 0.09
C 0.645 2.776 8.381 -0.05
C 0.402 2.732 6.860 -0.53
C -0.577 3.852 6.473 -0.17
C -0.002 5.267 6.530 -0.19
C 1.511 5.307 6.284 -0.15
C 2.068 4.096 5.519 -0.56
N 1.722 2.890 6.237 -0.22
O 2.208 1.725 5.608 -0.34
C 3.590 4.247 5.525 -0.06
C 1.590 4.120 4.065 -0.05
C -0.304 1.417 6.545 -0.08
H 1.310 1.966 8.681 0.08
H -0.294 2.666 8.946 0.07
H 1.106 3.716 8.687 0.07
H -0.938 3.670 5.455 0.09
H -1.471 3.800 7.106 0.11
H -0.517 5.884 5.787 0.10
H -0.222 5.726 7.498 0.10
H 1.765 6.238 5.765 0.11
H 2.021 5.367 7.250 0.10
H 3.978 4.172 6.542 0.08
H 3.885 5.223 5.121 0.07
H 4.070 3.477 4.920 0.07
H 1.891 5.043 3.553 0.07
H 0.502 4.045 3.983 0.06
H 2.026 3.283 3.516 0.05
H -1.254 1.364 7.088 0.07
H 0.292 0.557 6.846 0.07
H -0.522 1.328 5.479 0.06

No. 2
136
Properties=species:S:1:pos:R:3:lowdin_charge:R:1 method="wB97M-V/def2-TZVPD" fmax_ha_per_bohr=0.0375 e_above_lowest_kcal_mol=0.0 charge=+1
O -0.470 0.241 1.375 -0.01
O 0.635 0.815 0.756 -0.15
C 0.270 2.046 0.136 -0.13
C -0.157 3.008 1.247 -0.17
C 0.664 3.110 2.351 0.02
C 0.310 3.949 3.408 -0.54
S 1.271 4.146 4.885 0.86
C -0.855 4.656 3.303 -0.04
N -1.653 4.566 2.225 -0.03
C -2.904 5.370 2.240 -0.10
C -4.220 4.564 2.093 -0.24
C -4.187 3.116 2.648 -0.55
S -5.090 2.945 4.229 0.73
C -1.309 3.771 1.208 -0.54
Cl -2.291 3.680 -0.208 0.91
H -0.455 0.378 2.337 0.12
H 1.123 2.405 -0.441 0.15
H -0.587 1.806 -0.500 0.10
H 1.586 2.541 2.438 0.15
H 2.509 4.301 4.368 -0.09
H -1.168 5.291 4.124 0.15
H -2.825 6.081 1.410 0.13
H -2.933 5.961 3.155 0.13
H -4.974 5.112 2.668 0.10
H -4.544 4.587 1.053 0.08
H -4.653 2.472 1.898 0.08
H -3.184 2.710 2.813 0.05
H -4.841 4.145 4.795 -0.14
C 0.069 -2.260 -1.075 -0.04
O -0.514 -3.458 -1.584 -0.01
C -1.137 -4.198 -0.662 -0.62
O -1.231 -3.930 0.508 0.13
O -1.630 -5.277 -1.263 0.01
C -2.330 -6.168 -0.389 -0.02
H 0.543 -1.747 -1.909 0.09
H -0.696 -1.610 -0.652 0.08
H 0.830 -2.490 -0.331 0.10
H -3.190 -5.672 0.058 0.10
H -1.666 -6.550 0.384 0.08
H -2.681 -7.002 -0.990 0.10
C 3.939 7.882 -0.209 -0.01
O 2.827 7.633 -1.082 -0.04
C 1.777 7.090 -0.472 -0.61
O 1.701 6.807 0.698 0.12
O 0.810 6.897 -1.374 0.00
C -0.369 6.321 -0.830 -0.06
H 4.727 8.318 -0.817 0.10
H 3.663 8.589 0.570 0.10
H 4.301 6.953 0.227 0.10
H -0.802 6.978 -0.073 0.10
H -0.154 5.342 -0.409 0.05
H -1.082 6.207 -1.642 0.10
C -6.390 10.034 2.496 -0.04
O -7.155 9.940 3.697 0.01
C -7.074 8.765 4.316 -0.62
O -6.427 7.813 3.949 0.10
O -7.830 8.820 5.408 0.02
C -7.845 7.620 6.182 -0.04
H -6.544 11.032 2.097 0.10
H -5.329 9.896 2.703 0.09
H -6.734 9.304 1.763 0.10
H -6.845 7.382 6.543 0.09
H -8.248 6.792 5.601 0.10
H -8.493 7.799 7.035 0.10
C 5.852 -3.289 -3.684 -0.04
O 4.746 -3.623 -4.523 0.01
C 3.731 -4.205 -3.883 -0.62
O 3.688 -4.454 -2.706 0.12
O 2.774 -4.463 -4.773 0.00
C 1.614 -5.095 -4.221 -0.02
H 6.608 -2.825 -4.312 0.10
H 5.552 -2.577 -2.916 0.10
H 6.275 -4.184 -3.231 0.09
H 1.145 -4.456 -3.474 0.08
H 1.871 -6.061 -3.790 0.10
H 0.909 -5.256 -5.033 0.09
C 1.590 -6.058 -8.089 -0.03
O 0.283 -6.611 -7.919 0.00
C -0.115 -7.393 -8.925 -0.62
O 0.520 -7.649 -9.913 0.13
O -1.339 -7.840 -8.642 0.00
C -1.895 -8.697 -9.642 -0.04
H 1.802 -5.448 -7.215 0.07
H 2.337 -6.848 -8.150 0.10
H 1.630 -5.426 -8.974 0.10
H -1.284 -9.590 -9.766 0.10
H -1.993 -8.169 -10.589 0.10
H -2.883 -8.990 -9.297 0.09
C 12.327 -1.592 -2.196 -0.04
O 10.919 -1.834 -2.153 0.00
C 10.578 -2.963 -1.530 -0.62
O 11.335 -3.749 -1.027 0.13
O 9.246 -3.067 -1.561 0.00
C 8.738 -4.240 -0.925 -0.04
H 12.472 -0.653 -2.724 0.09
H 12.732 -1.498 -1.190 0.10
H 12.837 -2.386 -2.739 0.10
H 9.000 -4.254 0.132 0.10
H 9.107 -5.138 -1.419 0.10
H 7.654 -4.214 -1.016 0.08
C 0.093 -8.388 2.120 -0.03
O -1.317 -8.629 2.156 -0.02
C -1.662 -9.762 2.774 -0.64
O -0.909 -10.550 3.276 0.14
O -2.994 -9.861 2.737 -0.03
C -3.511 -11.036 3.367 -0.04
H 0.243 -7.447 1.597 0.08
H 0.493 -8.298 3.129 0.10
H 0.604 -9.181 1.576 0.10
H -3.253 -11.051 4.425 0.10
H -3.140 -11.932 2.872 0.10
H -4.593 -11.001 3.268 0.10
C -3.242 -7.760 4.645 -0.03
O -3.764 -6.678 5.421 0.02
C -3.529 -6.781 6.728 -0.62
O -2.937 -7.677 7.271 0.13
O -4.064 -5.718 7.333 0.00
C -3.886 -5.701 8.750 -0.04
H -3.493 -7.567 3.608 0.10
H -2.157 -7.810 4.740 0.11
H -3.697 -8.700 4.947 0.09
H -2.827 -5.674 9.004 0.10
H -4.365 -6.565 9.209 0.10
H -4.361 -4.796 9.120 0.09
C 0.566 13.533 -3.835 -0.04
O 1.561 12.584 -3.446 0.01
C 1.174 11.312 -3.542 -0.62
O 0.095 10.928 -3.913 0.12
O 2.188 10.539 -3.153 0.02
C 1.910 9.135 -3.207 -0.03
H 1.002 14.520 -3.712 0.09
H 0.291 13.396 -4.879 0.10
H -0.312 13.453 -3.196 0.10
H 1.691 8.830 -4.231 0.11
H 1.087 8.884 -2.550 0.08
H 2.794 8.622 -2.880 0.08

No. 3
136
Properties=species:S:1:pos:R:3:lowdin_charge:R:1 method="wB97M-V/def2-TZVPD" fmax_ha_per_bohr=0.1178 e_above_lowest_kcal_mol=129.7 charge=0
C 8.548 -2.153 2.533 -0.14
C 7.631 -2.308 1.347 -0.15
O 6.761 -3.402 1.566 0.09
C 6.851 -3.642 2.898 -0.51
O 6.055 -4.387 3.511 0.11
O 7.909 -3.021 3.433 0.08
H 8.526 -1.120 2.879 0.13
H 9.604 -2.304 2.310 0.13
H 8.254 -2.436 0.462 0.13
H 7.109 -1.357 1.245 0.13
C 0.725 -3.875 6.480 -0.12
C 0.226 -4.375 5.133 -0.14
O 0.478 -5.743 5.063 0.09
C 0.670 -6.231 6.264 -0.49
O 0.710 -7.431 6.589 0.12
O 0.758 -5.129 7.132 0.02
H -0.049 -3.245 6.918 0.13
H 1.703 -3.397 6.537 0.13
H 0.633 -3.757 4.334 0.14
H -0.856 -4.246 5.091 0.13
C -1.391 -2.574 -7.929 -0.10
C -0.701 -3.024 -6.658 -0.13
O -1.721 -3.207 -5.740 0.10
C -2.886 -2.968 -6.255 -0.59
O -3.974 -3.007 -5.660 0.11
O -2.736 -2.793 -7.545 0.07
H -1.096 -3.121 -8.825 0.13
H -1.368 -1.511 -8.167 0.13
H -0.155 -2.182 -6.232 0.13
H 0.108 -3.735 -6.825 0.14
C 2.030 6.747 -6.748 -0.11
C 1.690 6.696 -8.212 -0.11
O 1.683 5.275 -8.422 0.06
C 1.359 4.691 -7.246 -0.59
O 0.872 3.551 -7.100 0.10
O 1.639 5.471 -6.294 0.11
H 1.408 7.508 -6.276 0.14
H 3.085 6.999 -6.636 0.14
H 2.480 7.222 -8.748 0.13
H 0.695 7.084 -8.428 0.13
C -4.883 -4.253 0.391 -0.02
C -4.283 -5.578 0.461 -0.59
O -3.847 -6.044 -0.564 0.06
N -4.137 -6.152 1.703 0.00
C -3.631 -7.504 1.933 -0.07
H -4.150 -3.531 0.032 0.09
H -5.212 -3.777 1.315 0.07
H -5.708 -4.240 -0.321 0.09
H -4.562 -5.718 2.509 0.12
H -2.555 -7.565 1.765 0.09
H -4.244 -8.219 1.384 0.08
H -3.879 -7.778 2.959 0.08
C 1.483 -6.079 -1.128 0.01
C 1.583 -7.534 -1.661 -0.53
O 2.673 -8.118 -1.915 -0.02
N 0.449 -8.066 -2.020 0.00
C 0.281 -9.441 -2.456 -0.06
H 0.569 -5.625 -1.510 0.06
H 2.257 -5.419 -1.519 0.08
H 1.386 -6.105 -0.042 0.08
H -0.422 -7.574 -1.877 0.14
H -0.006 -9.538 -3.503 0.08
H -0.606 -9.753 -1.904 0.08
H 1.096 -10.143 -2.278 0.09
C -5.916 -0.025 8.033 -0.01
C -5.464 0.852 6.839 -0.53
O -5.144 2.046 7.020 0.01
N -5.483 0.244 5.650 -0.01
C -5.124 0.890 4.435 -0.08
H -5.380 -0.963 8.181 0.07
H -6.932 -0.318 7.768 0.08
H -5.894 0.445 9.016 0.08
H -5.699 -0.742 5.689 0.14
H -4.669 0.281 3.654 0.09
H -4.376 1.626 4.730 0.08
H -5.912 1.501 3.996 0.09
C -1.014 6.381 8.111 -0.01
C -0.114 5.492 7.286 -0.56
O 1.035 5.864 7.043 0.01
N -0.619 4.394 6.711 0.00
C 0.006 3.462 5.762 -0.05
H -2.018 6.274 7.701 0.07
H -0.681 7.412 7.995 0.08
H -1.038 6.249 9.192 0.08
H -1.593 4.245 6.935 0.13
H 1.093 3.540 5.774 0.09
H -0.469 3.601 4.791 0.08
H -0.364 2.474 6.036 0.07
C -2.460 7.949 -1.655 -0.01
C -1.972 7.257 -0.397 -0.57
O -2.177 6.061 -0.203 0.03
N -1.385 7.991 0.550 0.00
C -0.686 7.401 1.675 -0.08
H -3.320 8.599 -1.497 0.08
H -2.606 7.157 -2.390 0.08
H -1.661 8.502 -2.149 0.07
H -1.348 8.999 0.505 0.14
H -1.351 6.979 2.428 0.08
H -0.026 8.127 2.149 0.08
H -0.084 6.551 1.351 0.08
C -8.929 3.177 -2.553 -0.01
C -7.764 3.770 -1.867 -0.62
O -7.906 4.772 -1.171 0.02
N -6.615 3.222 -2.025 0.01
C -6.341 2.041 -2.759 -0.09
H -8.938 3.445 -3.610 0.09
H -9.941 3.446 -2.253 0.09
H -8.873 2.089 -2.518 0.07
H -5.829 3.679 -1.586 0.16
H -6.554 2.027 -3.828 0.09
H -6.827 1.177 -2.306 0.09
H -5.274 1.864 -2.626 0.09
Cl 2.735 1.869 0.084 0.50
C 1.443 2.075 -1.156 -0.66
C 0.817 0.775 -1.472 -0.67
Cl -0.011 0.089 -0.045 0.53
H 1.896 2.641 -1.969 0.08
H 0.719 2.744 -0.690 0.06
H 1.589 0.095 -1.833 0.07
H 0.064 0.940 -2.243 0.08
Cl 5.765 -4.628 -6.288 0.51
C 6.954 -4.476 -4.928 -0.64
C 7.433 -3.046 -4.684 -0.63
Cl 6.074 -1.927 -4.253 0.49
H 7.868 -5.043 -5.101 0.07
H 6.515 -4.930 -4.040 0.07
H 7.751 -2.625 -5.638 0.05
H 8.247 -2.927 -3.969 0.07
Cl 10.520 5.016 -2.117 0.54
C 9.555 4.134 -0.938 -0.68
C 8.384 3.401 -1.636 -0.64
Cl 7.204 4.588 -2.291 0.52
H 9.217 4.909 -0.250 0.06
H 10.272 3.519 -0.394 0.07
H 7.942 2.756 -0.876 0.07
H 8.758 2.739 -2.417 0.07